Molecular formula: C4H8N3O2S
Method: DFT, ωB97M-V with the def2-TZVPD basis set

As for the energy relative to the best compared isomer or geometry (same formula, charge and spin): 83.1 kcal per mole. The value obtained for the total energy is -23666.373 eV. For the LUMO energy, the calculation gives -5.6 eV.

Structure (ORCA input):
```
! RIJCOSX wB97M-V def2-TZVPD def2/J DEFGRID3
* xyz 1 1
C -2.20608 0.28267 1.41305
C -0.73719 1.65370 -0.74613
C 0.15391 -0.16752 0.53995
C 0.57499 -1.05833 -0.62270
N -1.17215 -0.51730 1.00276
N 0.15693 1.25944 0.15789
N -2.06810 1.68398 1.11646
O -3.22933 -0.14415 1.85162
O -1.42642 2.47512 1.80817
S 0.67865 2.43251 1.26047
H -0.83376 2.70296 -0.97566
H -1.19993 0.92631 -1.39344
H 0.88917 -0.27390 1.35375
H -0.21676 -1.15166 -1.36078
H 0.80702 -2.05150 -0.24629
H 1.46549 -0.66144 -1.10324
H -1.37898 -1.50935 1.05070
H 1.14745 1.56105 2.19189
*
```